This record from the OMol25 dataset describes a molecular structure, C21H12Br2N3OTa. The level of theory is ωB97M-V with the def2-TZVPD basis set.

The calculation puts the LUMO energy (spin up / spin down) at -16.11 / -16.11 eV. The value obtained for the largest force on an atom is 4.76 eV Å⁻¹. Its charge is +4. The gap between HOMO and LUMO (spin up / spin down) comes out at 0.157 / 0.157 Eh.

Last column: natural (NBO) charge in e.
Element x y z (Å)
Ta -4.6109 14.6366 -0.4172  2.5642
C -4.5912 17.8244 -3.2531  -0.2263
C -4.2010 16.5522 -2.9339  0.1915
N -4.0895 16.0795 -1.6609  -0.6188
C -4.4146 17.0610 -0.6184  0.0400
C -4.9569 18.3771 -0.9055  -0.0129
C -4.9966 18.7406 -2.2653  0.0558
C -5.0067 19.3928 0.1889  -0.0855
C -4.3347 19.1055 1.3814  -0.0787
C -3.7568 17.7485 1.6058  -0.0366
C -2.9045 17.5227 2.7595  0.0350
C -2.1695 16.3741 2.7491  -0.2265
C -2.2801 15.3139 1.8214  0.1979
N -3.1688 15.5052 0.8423  -0.6163
C -3.8452 16.7635 0.6456  0.1210
H -4.5492 18.1182 -4.2946  0.3184
H -3.8829 15.7871 -3.6350  0.2758
H -5.2207 19.7959 -2.4092  0.2964
H -5.4435 20.3926 0.0164  0.3039
H -4.3860 19.7741 2.1538  0.2722
H -2.8318 18.2755 3.5150  0.2941
H -1.3732 16.2160 3.4902  0.3025
H -1.6293 14.4414 1.8392  0.2804
Br -8.9167 14.7426 2.1846  0.3377
C -7.9909 13.3662 1.3672  -0.0044
C -8.4033 12.0221 1.5518  -0.2459
C -7.3960 11.0762 1.7436  0.0359
Br -7.7511 9.2687 2.3046  0.3038
C -5.9677 11.3307 1.4692  -0.1665
C -4.8604 10.5760 1.8797  0.0693
C -3.6056 11.2174 1.7444  -0.2173
C -3.4352 12.1355 0.7266  0.0427
N -4.5138 12.6968 0.0787  -0.6466
C -5.7434 12.5777 0.8068  0.1955
C -6.7509 13.6143 0.8232  0.1045
O -6.4797 14.6664 -0.0722  -0.6246
H -9.4893 11.8510 1.7440  0.3214
H -5.1164 9.6097 2.2874  0.3040
H -2.7889 11.1059 2.4487  0.2954
H -2.4782 12.3827 0.3178  0.2478

This record from the OMol25 dataset describes a molecular structure, CHF3NO5PbS2. The level of theory is ωB97M-V with the def2-TZVPD basis set.

The calculation puts the LUMO energy at 2.99 eV. The value obtained for the largest force on an atom is 7.06 eV Å⁻¹. Its charge is -1. The gap between HOMO and LUMO comes out at 0.299 Eh. The relative energy (zero: lowest compared OMol25 entry of this formula, charge and spin) is 14.3 kcal/mol.

Last column: Mulliken charge in e.
Element x y z (Å)
O -1.1623 2.2437 0.7595  -0.6682
Pb 2.1856 1.0849 0.4196  0.7617
H 1.4277 0.8191 2.9342  0.2787
N -0.8037 0.5728 -1.0550  -0.4323
S 0.0632 -0.7104 -1.1832  0.9542
O 1.3958 -0.6026 -0.4596  -0.5961
O 0.1863 -1.4860 -2.4167  -0.6409
S -0.1837 2.0098 -0.3629  0.7477
O 2.1545 1.3021 2.3404  -0.7115
O -0.3484 3.0803 -1.3967  -0.7013
C -1.0508 -1.8569 -0.0871  0.7269
F -2.3492 -1.6561 -0.2610  -0.2335
F -0.7745 -3.1089 -0.4238  -0.2355
F -0.7406 -1.6917 1.1924  -0.2500

This record from the OMol25 dataset describes 17 unconnected molecules or ions with the total composition C49H117N15O19. The level of theory is ωB97M-V with the def2-TZVPD basis set.

The calculation puts the LUMO energy at 0.21 eV. The value obtained for the largest force on an atom is 3.85 eV Å⁻¹. The gap between HOMO and LUMO comes out at 0.329 Eh.

Last column: Mulliken charge in e.
Element x y z (Å)
C -0.3751 0.3617 0.7883  0.9957
C -0.7167 -1.0758 0.4418  1.7217
O -0.8071 -1.0114 -0.9493  2.4401
O 0.7584 0.7933 0.0080  0.9751
H -0.0323 0.5232 1.8019  0.2563
H -1.2233 0.9957 0.5845  -1.4556
H -1.6772 -1.2638 0.9079  -0.8432
H 0.0677 -1.7977 0.7581  -1.3122
H -0.1278 -1.5305 -1.3981  -1.3194
H 0.6121 0.4281 -0.8522  -0.6741
C 3.3836 1.1865 2.9195  -0.5063
C 2.9050 -0.0866 3.6510  -0.3162
O 2.7452 -1.1247 2.6540  0.9421
O 2.4068 1.8415 2.1532  0.6948
H 4.2497 0.8489 2.3828  -0.4094
H 3.6238 1.9122 3.6633  0.6459
H 1.9004 0.1201 4.1190  -0.1345
H 3.6451 -0.4001 4.4363  0.5017
H 2.0866 -1.7620 2.9925  -0.2918
H 2.1348 1.1941 1.4532  -0.6586
C -0.0135 1.1886 -3.4880  -0.2127
O 0.6123 0.3267 -4.0173  -0.6275
N 0.5815 2.2816 -2.9223  0.2492
C 1.9646 2.5973 -3.2407  -0.4217
C -0.1630 3.3265 -2.2735  0.1084
H -1.1105 0.9561 -3.2383  0.5660
H 1.9910 3.3944 -3.9730  0.3693
H 2.3878 1.6808 -3.6330  -0.0359
H 2.4834 2.9362 -2.3532  -0.0588
H 0.0186 3.2626 -1.2248  -0.2897
H 0.2831 4.2923 -2.6029  -0.1626
H -1.2316 3.2710 -2.5124  0.2512
C -0.0802 -4.4634 -4.5953  0.0945
O 0.9259 -4.6665 -5.2533  -0.6231
N -0.9088 -3.4214 -4.6945  0.2252
C -1.9900 -3.0881 -3.7349  -0.6479
C -0.6318 -2.3691 -5.7067  -0.5624
H -0.3641 -5.1648 -3.8049  0.4775
H -2.9465 -2.8201 -4.2349  0.2532
H -1.6344 -2.3004 -3.0568  0.1915
H -2.1644 -3.9705 -3.1265  0.0513
H -0.1712 -1.5413 -5.1996  -0.0481
H 0.0962 -2.8846 -6.3516  0.3575
H -1.5227 -2.0435 -6.2264  0.3003
C 1.6878 6.3697 0.2924  -0.0073
O 1.3760 6.2118 -0.8542  -0.6344
N 2.6164 5.6161 0.8858  0.1723
C 2.9722 5.7354 2.3392  -0.9475
C 3.2135 4.4201 0.2156  -0.6021
H 1.2999 7.1532 0.9652  0.4030
H 2.2118 5.3167 3.0568  0.1909
H 3.1673 6.8315 2.5351  0.3717
H 3.8861 5.1971 2.4152  0.3461
H 2.7640 3.5772 0.7020  0.2978
H 3.0011 4.4437 -0.8472  0.1422
H 4.2742 4.4362 0.4340  0.3622
C -2.6676 -0.6561 3.7432  0.3717
O -2.9480 -1.8127 3.4820  -0.7419
N -2.1682 -0.1807 4.9109  0.2174
C -1.5058 -1.1101 5.8540  -0.8702
C -1.7597 1.1982 4.9134  -0.4945
H -2.8680 0.1552 3.0608  0.3144
H -0.4494 -1.2506 5.5612  0.1976
H -2.0223 -2.0826 5.7584  0.2861
H -1.7086 -0.6805 6.8703  0.3507
H -0.6558 1.2618 5.1628  0.3637
H -1.9876 1.8049 4.0194  -0.3497
H -2.2335 1.6665 5.8106  0.3572
C 1.4870 -4.0540 4.1576  0.0823
O 0.9929 -3.2072 3.3883  -0.8755
N 0.9514 -5.2453 4.3600  0.2487
C 1.6945 -6.3071 5.0494  -0.8686
C -0.3875 -5.4371 3.7385  -0.7541
H 2.4508 -3.8685 4.7021  0.1289
H 2.4950 -5.8327 5.6507  0.2936
H 2.1811 -6.8985 4.2585  0.3255
H 1.0608 -6.8860 5.7020  0.2943
H -0.7686 -4.4829 3.4269  -0.0568
H -0.1889 -6.1559 2.9536  0.4149
H -1.0726 -5.9491 4.4603  0.3464
C -2.2409 -6.1705 -0.9660  -0.2104
O -1.2236 -6.0868 -1.6568  -0.4613
N -2.5955 -5.3354 0.0311  0.5687
C -3.8764 -5.3476 0.7677  -0.7728
C -1.6083 -4.2879 0.4123  -0.1603
H -2.9585 -6.9860 -1.2182  0.2917
H -3.6943 -5.3413 1.8277  0.2359
H -4.4731 -6.2037 0.4663  0.4061
H -4.3626 -4.4137 0.5413  0.1853
H -0.5864 -4.6770 0.2594  0.3284
H -1.6358 -3.4041 -0.1716  -0.0708
H -1.6613 -4.0042 1.4689  -0.1689
C 5.6145 -2.4078 4.0874  0.1069
O 5.9061 -2.2815 5.2665  -0.6258
N 6.0476 -1.6283 3.0270  0.1373
C 5.6477 -1.8829 1.6659  0.3366
C 6.9417 -0.4976 3.2551  -0.8800
H 5.0576 -3.2349 3.6316  0.3985
H 5.4277 -0.9385 1.1937  -0.4920
H 4.6687 -2.3820 1.6804  -0.3439
H 6.3413 -2.4904 1.0682  0.4864
H 6.4353 0.3954 2.9087  0.2844
H 7.0480 -0.4468 4.3359  0.3325
H 7.8708 -0.5847 2.6865  0.2860
C 1.9774 -3.1389 -2.1999  -0.7864
O 1.7055 -1.9784 -1.8813  -0.6189
N 2.0895 -4.1735 -1.3243  0.6809
C 2.3542 -5.5891 -1.6939  -1.0452
C 1.9909 -3.8528 0.1350  0.3356
H 2.1108 -3.4086 -3.2619  0.5391
H 2.5260 -5.6457 -2.7820  0.3018
H 1.3806 -6.0717 -1.5442  0.3361
H 3.1910 -5.9864 -1.1328  0.3166
H 2.5386 -4.6106 0.7059  0.6575
H 2.3549 -2.8062 0.2252  -0.3182
H 0.9235 -3.8438 0.4190  -1.0739
C 4.0039 -2.7736 -6.8307  0.2588
O 4.9918 -3.4395 -7.1947  -0.6643
N 4.0916 -1.6919 -6.0621  0.2398
C 2.8820 -1.0796 -5.6773  -0.8182
C 5.3509 -1.1687 -5.6337  -0.9888
H 2.9455 -2.9677 -7.1528  0.2454
H 2.7058 -1.1829 -4.6440  -0.0992
H 2.0513 -1.3066 -6.3276  0.5209
H 3.0480 0.0239 -5.7526  0.2938
H 5.3043 -0.0795 -5.6063  0.3553
H 5.5982 -1.4134 -4.5962  0.3255
H 6.1974 -1.4984 -6.2136  0.3615
C -3.6538 0.7537 -1.5306  0.1284
O -3.5349 1.1166 -0.3582  -0.4605
N -4.4346 1.3089 -2.4442  0.8199
C -4.4157 0.8505 -3.8222  -1.1707
C -5.2484 2.5069 -2.2272  -1.0610
H -3.0245 -0.0630 -1.8871  0.1330
H -3.5378 0.3188 -4.0601  0.3687
H -4.5231 1.7041 -4.5054  0.3752
H -5.1875 0.1230 -4.0991  0.2616
H -6.3328 2.3467 -2.3242  0.2435
H -5.0699 2.8841 -1.2490  0.2252
H -4.9368 3.3072 -2.9329  0.2900
C -0.1395 3.6822 3.0463  -0.1887
O 0.3934 3.9937 4.0964  -0.6866
N -0.9113 4.5748 2.3439  0.8835
C -1.6570 4.2607 1.1349  0.1061
C -1.1178 5.9403 2.7674  -1.2425
H -0.0189 2.6621 2.6233  0.5364
H -1.3461 4.8203 0.2370  0.3843
H -2.7473 4.5074 1.2741  0.2683
H -1.5789 3.1850 0.9236  -1.0029
H -1.9958 6.1172 3.3403  0.3414
H -0.2646 6.3102 3.3574  0.3193
H -1.1662 6.6517 1.9019  0.2941
C -4.4197 -2.2602 -1.3072  0.0415
O -4.7875 -2.4572 -2.4384  -0.6954
N -5.2123 -1.6909 -0.3899  0.2806
C -4.7292 -1.5519 0.9601  -0.3958
C -6.5623 -1.2532 -0.7231  -0.9468
H -3.3894 -2.4153 -0.9764  0.3597
H -4.4386 -0.5291 1.1488  -0.2655
H -3.8154 -2.1096 1.0778  -0.1267
H -5.5089 -1.8501 1.6560  0.5750
H -7.3102 -2.0235 -0.5941  0.3535
H -6.8493 -0.4693 0.0189  0.1778
H -6.6058 -0.9231 -1.7300  0.3126
C -3.0812 6.0065 -2.0402  0.2019
O -3.3851 4.8421 -2.2187  -0.4373
N -2.2165 6.7294 -2.7259  0.1613
C -1.7742 8.0573 -2.3564  -0.9382
C -1.4954 6.1486 -3.8790  -0.8798
H -3.5278 6.6520 -1.1898  0.1391
H -1.9383 8.7501 -3.1822  0.3503
H -0.7148 8.0624 -2.0979  0.2916
H -2.3786 8.4632 -1.5634  0.3386
H -1.5524 6.8133 -4.7557  0.3960
H -0.4123 5.9749 -3.6301  0.2185
H -2.0557 5.2266 -4.0036  0.2226
C -4.5508 2.5365 4.0135  0.2452
O -4.4121 2.9771 5.1246  -0.6099
N -5.7004 1.8980 3.5787  0.3376
C -6.0128 1.7734 2.2032  -0.5084
C -6.7614 1.6529 4.5492  -0.9382
H -3.7415 2.6282 3.2705  0.2034
H -6.6020 2.5914 1.8557  0.3089
H -6.4790 0.8102 2.0436  0.3309
H -5.1970 1.8476 1.4763  -0.2249
H -7.4682 0.9343 4.0398  0.2924
H -6.2320 1.2880 5.4697  0.2826
H -7.2950 2.5540 4.8449  0.3214
C 5.0038 1.0538 -0.3036  0.1804
O 5.6807 1.7302 0.4468  -0.6548
N 5.4797 0.2430 -1.3024  0.3669
C 4.6145 -0.7189 -1.9113  -0.0586
C 6.8769 0.1526 -1.5196  -1.1320
H 3.8688 1.0034 -0.2290  0.2085
H 4.8876 -1.7716 -1.7722  0.3984
H 4.5567 -0.5313 -2.9847  0.0590
H 3.5999 -0.6369 -1.4711  -0.6268
H 7.4031 0.2624 -0.6247  0.3807
H 7.0216 -0.9488 -1.8234  0.3460
H 7.3031 0.7053 -2.3679  0.3029

This record from the OMol25 dataset describes a molecular structure, C4H8ClN2. The level of theory is ωB97M-V with the def2-TZVPD basis set.

The calculation puts the LUMO energy (spin up / spin down) at -5.37 / -4.08 eV. The value obtained for the largest force on an atom is 4.16 eV Å⁻¹. Its charge is +1. The gap between HOMO and LUMO (spin up / spin down) comes out at 0.251 / 0.315 Eh. The relative energy (zero: lowest compared OMol25 entry of this formula, charge and spin) is 143.0 kcal/mol.

Last column: natural (NBO) charge in e.
Element x y z (Å)
C -1.5617 1.7391 -0.0198  -0.2124
C 0.3756 0.1629 -0.3579  0.6350
C 2.7051 0.2804 -0.2404  -0.4142
C -3.6060 -1.0793 0.3920  -0.3923
N -0.4885 1.0043 -0.4086  -0.3439
N 1.4982 -0.4197 -0.4895  -0.5528
Cl -3.1837 0.1086 -0.6467  0.2584
H -1.8912 2.4221 -0.8946  0.2331
H -1.7382 2.1232 1.0115  0.2434
H 3.6296 -0.1216 -0.6321  0.2474
H 2.8628 0.2766 0.8183  0.2175
H 2.4640 1.2131 -0.7232  0.2250
H -4.3046 -0.8687 1.1154  0.2024
H -3.1150 -2.0910 0.3769  0.2172
H 1.4009 -1.4239 -0.3521  0.4361

This record from the OMol25 dataset describes 2 unconnected molecules or ions with the total composition CHClI2. The level of theory is ωB97M-V with the def2-TZVPD basis set.

The calculation puts the LUMO energy at -1.23 eV. The value obtained for the largest force on an atom is 5.20 eV Å⁻¹. The gap between HOMO and LUMO comes out at 0.311 Eh. The relative energy (zero: lowest compared OMol25 entry of this formula, charge and spin) is 46.9 kcal/mol.

Last column: natural (NBO) charge in e.
Element x y z (Å)
C -0.0056 0.0420 0.0142  -0.7307
Cl 0.8076 -0.7354 1.4329  -0.0167
I -1.3301 1.7399 0.5207  0.2305
I 1.2945 0.2322 -1.7010  0.2295
H -0.7664 -1.2788 -0.2667  0.2875

This record from the OMol25 dataset describes a molecular structure, C2H12NOPt. The level of theory is ωB97M-V with the def2-TZVPD basis set.

The calculation puts the LUMO energy (spin up / spin down) at -3.54 / -8.46 eV. The value obtained for the largest force on an atom is 3.96 eV Å⁻¹. The multiplicity is 5. Its charge is +1. The gap between HOMO and LUMO (spin up / spin down) comes out at 0.189 / 0.286 Eh. The relative energy (zero: lowest compared OMol25 entry of this formula, charge and spin) is 52.2 kcal/mol.

Last column: Löwdin spin population.
Element x y z (Å)
C -1.1214 -2.0436 -0.6869  0.5874
Pt 0.0085 -0.4212 -0.2316  2.1634
N 1.1530 1.3003 0.3687  0.1918
H 0.8719 -0.5859 -1.5654  0.2979
H 0.8154 2.1976 -0.0094  0.0214
H 0.0803 -1.9392 0.0472  0.2488
H -0.8622 -2.5933 -1.5829  0.0392
H -1.7805 -1.1769 -0.9420  0.1057
H -1.6687 -2.6513 0.0109  0.0438
H 1.1990 1.4566 1.3851  0.0135
H 2.1351 1.2693 0.0783  0.0107
C -1.8862 1.2733 1.5504  0.0339
O -1.0727 0.0754 1.4918  0.2051
H -2.0259 1.6381 0.5268  0.0152
H -1.4019 2.0399 2.1793  0.0024
H -2.8429 0.9673 1.9883  0.0066
H -0.7042 -0.1619 2.3602  0.0131

Energy per entry: -6250.263350 -1758.506515 -4188.082224 -726.465471 -1094.186147 -332.023931 Ha